DFT (ωB97M-V with the def2-TZVPD basis set) results for a structure of composition C32H30InNOSSb2 in a non-equilibrium geometry.

The geometry in XYZ format:
```
68
C32H30InNOSSb2 ωB97M-V with the def2-TZVPD basis set
In -3.7750 -1.1489 1.4312
O -1.9459 -0.8370 3.0080
N -2.0122 0.1285 3.9348
C -1.3312 -0.0669 5.0877
C -1.3269 0.8655 6.0834
C -2.0503 2.0492 5.8943
C -2.7374 2.2353 4.7236
C -2.7436 1.2577 3.7099
S -3.6659 1.4657 2.2915
H -0.8272 -1.0195 5.1568
H -0.7852 0.6770 6.9978
H -2.0856 2.7997 6.6718
H -3.3239 3.1240 4.5453
C -1.3033 -3.0527 -1.4577
C -0.5261 -2.0384 -0.6306
C -0.2305 -2.5518 0.7734
Sb 0.6018 -1.0478 2.1290
C 2.7309 -0.9877 1.7046
C 3.6023 -0.7095 2.7516
C 4.9531 -0.5268 2.4948
C 5.4281 -0.6287 1.1954
C 4.5550 -0.9197 0.1563
C 3.2020 -1.1002 0.4048
C 0.2833 0.9827 1.4904
C -0.5033 1.4016 0.4273
C -0.6276 2.7534 0.1466
C 0.0241 3.6941 0.9294
C 0.8138 3.2810 1.9933
C 0.9408 1.9299 2.2743
Sb -1.2719 -2.6503 -3.6310
C -2.4301 -0.8273 -3.7500
C -2.6867 -0.3363 -5.0263
C -3.3681 0.8605 -5.1958
C -3.8132 1.5713 -4.0895
C -3.5735 1.0828 -2.8139
C -2.8827 -0.1109 -2.6494
C 0.6299 -1.6101 -3.6183
C 1.7630 -2.2688 -4.0835
C 3.0010 -1.6383 -4.0554
C 3.1126 -0.3497 -3.5547
C 1.9860 0.3110 -3.0833
C 0.7467 -0.3135 -3.1232
H -2.3493 -3.1040 -1.1448
H -0.8808 -4.0541 -1.3544
H -1.1069 -1.1186 -0.5639
H 0.4150 -1.8050 -1.1283
H 0.5045 -3.3572 0.7518
H -1.1289 -2.9066 1.2823
H 3.2325 -0.6381 3.7681
H 5.6282 -0.3016 3.3098
H 6.4803 -0.4836 0.9911
H 4.9233 -1.0019 -0.8579
H 2.5307 -1.3189 -0.4195
H -1.0262 0.6978 -0.2024
H -1.2461 3.0635 -0.6857
H -0.0856 4.7484 0.7135
H 1.3328 4.0026 2.6101
H 1.5592 1.6150 3.1087
H -2.3596 -0.8982 -5.8945
H -3.5578 1.2360 -6.1929
H -4.3521 2.4998 -4.2231
H -3.9241 1.6293 -1.9456
H -2.7044 -0.4846 -1.6469
H 1.6806 -3.2749 -4.4793
H 3.8761 -2.1543 -4.4299
H 4.0748 0.1465 -3.5454
H 2.0709 1.3157 -2.6869
H -0.1343 0.2171 -2.7788
```

As for the multiplicity: 2. Its strongest force on any atom is 0.029 Eh/bohr. Its total charge is +1. As for the expectation value of S²: 0.75. The calculation puts the HOMO energy (alpha / beta) at -10.73 / -10.69 eV. For the energy above the lowest of the compared OMol25 structures with the same formula, charge and spin, the calculation gives 0.0000 eV.